P) ORCA calculation (ωB97M-V/def2-TZVPD) on an isolated molecule of C7H8.

E_LUMO: 1.035 eV
SMILES: C#CC[C@H](C)C#C
Kohn-Sham gap: 10.952 eV

Last column: Löwdin charge in e.
Atoms and positions in Å:
C1 -0.27 -1.62 -0.36  -0.07
C2 -0.25 -0.23 0.29  -0.39
C3 0.34 0.84 -0.67  -0.18
C4 1.76 1.06 -0.38  -0.15
C5 2.90 1.22 -0.02  0.11
C6 -1.60 0.14 0.76  -0.12
C7 -2.69 0.42 1.18  0.12
H1 -0.92 -1.62 -1.24  0.09
H2 0.74 -1.91 -0.67  0.08
H3 -0.65 -2.37 0.35  0.08
H4 0.40 -0.27 1.17  0.14
H5 0.21 0.52 -1.71  0.12
H6 -0.20 1.79 -0.57  0.12
H7 3.90 1.37 0.30  0.02
H8 -3.66 0.66 1.56  0.02

***

Q) ORCA calculation (ωB97M-V/def2-TZVPD) on an isolated molecule of C7H8.

E_LUMO: 0.906 eV
SMILES: C#CCC(C)=C=C
Kohn-Sham gap: 9.364 eV

Last column: Löwdin charge in e.
Atoms and positions in Å:
C1 1.37 0.81 -0.14  -0.05
C2 0.38 -0.28 0.10  -0.33
C3 -0.65 -0.66 -0.94  -0.17
C4 -1.43 0.52 -1.35  -0.14
C5 -2.05 1.49 -1.70  0.11
C6 0.43 -0.84 1.26  -0.12
C7 0.35 -1.14 2.51  0.01
H1 1.76 0.70 -1.16  0.09
H2 0.93 1.80 -0.04  0.08
H3 2.21 0.71 0.56  0.08
H4 -0.76 -1.02 2.52  0.09
H5 -0.16 -1.10 -1.81  0.12
H6 -1.33 -1.41 -0.52  0.12
H7 -2.62 2.33 -2.03  0.02
H8 1.12 -1.76 2.99  0.06

***

R) ORCA calculation (ωB97M-V/def2-TZVPD) on an isolated molecule of C7H8.

E_LUMO: 0.814 eV
SMILES: C=C1CC1=C=CC
Kohn-Sham gap: 9.754 eV

Last column: Löwdin charge in e.
Atoms and positions in Å:
C1 -0.61 -0.33 -0.42  0.02
C2 0.63 -0.49 -0.18  -0.17
C3 1.90 0.13 -0.03  -0.26
C4 2.63 1.22 -0.10  0.07
C5 1.81 -1.32 0.24  -0.03
C6 -1.86 -0.09 -0.68  -0.15
C7 -2.87 0.27 0.38  -0.10
H1 3.69 1.22 0.13  0.06
H2 2.20 2.16 -0.39  0.06
H3 1.84 -1.68 1.26  0.10
H4 2.23 -2.01 -0.48  0.10
H5 -2.22 -0.16 -1.70  0.10
H6 -2.97 -0.54 1.11  0.07
H7 -3.85 0.45 -0.06  0.06
H8 -2.56 1.16 0.92  0.07

***

S) ORCA calculation (ωB97M-V/def2-TZVPD) on an isolated molecule of C7H8.

E_LUMO: 0.677 eV
Kohn-Sham gap: 10.067 eV

Last column: Löwdin charge in e.
Atoms and positions in Å:
C1 -1.01 -0.69 -1.10  -0.03
C2 -0.33 0.14 -0.05  -0.47
C3 -0.98 0.28 1.30  -0.03
C4 1.13 0.11 -0.06  -0.31
C5 2.32 -0.45 0.15  0.06
C6 0.64 1.36 -0.56  -0.20
C7 -0.35 2.10 -0.85  0.17
H1 -0.45 -0.69 -2.04  0.10
H2 -2.01 -0.32 -1.28  0.09
H3 -1.06 -1.72 -0.73  0.09
H4 -1.02 -0.71 1.75  0.09
H5 -0.41 0.95 1.95  0.10
H6 -1.99 0.67 1.18  0.09
H7 2.40 -1.51 0.59  0.10
H8 3.10 0.47 -0.24  0.16

***

Most stable: P). Least stable: S).

***

P) ORCA calculation (ωB97M-V/def2-TZVPD) on an isolated molecule of C7H8.

E_LUMO: 1.042 eV
SMILES: C#CCC=C=CC
Kohn-Sham gap: 10.470 eV

Last column: Löwdin charge in e.
Atoms and positions in Å:
C1 -1.32 -2.21 -0.21  -0.10
C2 -0.06 0.93 0.95  -0.11
C3 0.58 1.82 -0.10  -0.21
C4 1.96 1.39 -0.35  -0.15
C5 3.08 0.99 -0.54  0.10
C6 -0.99 0.06 0.66  -0.05
C7 -1.82 -0.87 0.29  -0.15
H1 -0.33 -2.11 -0.67  0.08
H2 -2.00 -2.64 -0.95  0.07
H3 -1.24 -2.93 0.62  0.07
H4 0.34 0.99 1.96  0.11
H5 0.00 1.75 -1.03  0.12
H6 0.57 2.87 0.21  0.11
H7 4.07 0.64 -0.70  0.02
H8 -2.89 -0.70 0.34  0.10

***

Q) ORCA calculation (ωB97M-V/def2-TZVPD) on a structure of composition C7H8.

E_LUMO: 0.947 eV
Kohn-Sham gap: 10.734 eV

Last column: Löwdin charge in e.
Atoms and positions in Å:
C1 0.88 1.36 0.03  0.03
C2 0.47 -0.54 -0.07  -0.22
C3 -1.00 -1.00 0.05  -0.21
C4 -1.49 -0.78 1.42  -0.16
C5 -1.83 -0.59 2.55  0.11
C6 0.97 -0.51 -1.43  -0.19
C7 1.43 0.17 -2.32  0.11
H1 0.18 1.53 -0.78  0.02
H2 0.88 2.29 0.65  0.05
H3 1.91 1.13 -0.18  0.02
H4 1.10 -1.16 0.59  0.12
H5 -1.61 -0.43 -0.66  0.12
H6 -1.17 -2.06 -0.21  0.13
H7 -2.15 -0.40 3.55  0.02
H8 1.84 0.70 -3.14  0.04

***

R) ORCA calculation (ωB97M-V/def2-TZVPD) on an isolated molecule of C7H8.

E_LUMO: 1.196 eV
SMILES: C[C@@]12[C@@H]3[C@H]4[C@@H]3[C@@H]1[C@H]42
Kohn-Sham gap: 9.567 eV

Last column: Löwdin charge in e.
Atoms and positions in Å:
C1 2.02 -0.09 -0.12  -0.03
C2 0.54 0.05 0.16  -0.26
C3 -0.50 -1.06 -0.10  -0.19
C4 -1.35 -0.11 -0.88  -0.05
C5 -1.55 -0.41 0.72  -0.09
C6 -0.66 0.77 1.02  -0.08
C7 -0.43 1.03 -0.43  -0.18
H1 2.54 0.87 -0.03  0.07
H2 2.49 -0.81 0.55  0.07
H3 2.21 -0.45 -1.14  0.09
H4 -0.44 -2.13 -0.25  0.14
H5 -1.65 -0.28 -1.91  0.12
H6 -2.16 -0.92 1.47  0.13
H7 -0.86 1.54 1.76  0.12
H8 -0.21 2.01 -0.83  0.14

***

Most stable: P). Least stable: Q).

***

P) ORCA calculation (ωB97M-V/def2-TZVPD) on an isolated molecule of C7H8.

E_LUMO: 0.856 eV
SMILES: Cc1ccccc1
Kohn-Sham gap: 9.183 eV

Last column: Löwdin charge in e.
Atoms and positions in Å:
C1 1.18 -1.86 0.14  -0.08
C2 0.57 -0.46 -0.08  -0.25
C3 0.10 0.00 1.19  -0.07
C4 -0.69 1.24 1.14  -0.08
C5 -1.03 1.75 -0.12  -0.12
C6 -0.87 1.05 -1.34  -0.08
C7 0.20 0.14 -1.34  -0.04
H1 1.25 -2.42 -0.85  0.10
H2 0.56 -2.44 0.93  0.10
H3 2.02 -1.74 0.77  0.04
H4 -0.09 -0.63 2.12  0.13
H5 -1.09 1.56 2.09  0.09
H6 -1.21 2.80 -0.23  0.09
H7 -1.57 1.09 -2.20  0.12
H8 0.68 -0.08 -2.21  0.07

***

Q) ORCA calculation (ωB97M-V/def2-TZVPD) on an isolated molecule of C7H8.

E_LUMO: 1.114 eV
SMILES: Cc1ccccc1
Kohn-Sham gap: 10.093 eV

Last column: Löwdin charge in e.
Atoms and positions in Å:
C1 -1.61 1.24 -0.89  -0.06
C2 -0.57 0.36 -0.25  -0.29
C3 1.62 -1.06 0.75  -0.11
C4 0.98 -1.50 -0.41  -0.09
C5 1.07 -0.03 1.50  -0.09
C6 -0.03 0.68 1.00  -0.06
C7 -0.12 -0.79 -0.90  -0.06
H1 -2.61 0.87 -0.69  0.08
H2 -1.54 2.27 -0.52  0.08
H3 -1.47 1.28 -1.98  0.08
H4 2.54 -1.53 1.07  0.10
H5 1.34 -2.38 -0.92  0.10
H6 1.50 0.23 2.46  0.10
H7 -0.48 1.49 1.58  0.11
H8 -0.63 -1.12 -1.80  0.11

***

R) ORCA calculation (ωB97M-V/def2-TZVPD) on an isolated molecule of C7H8.

E_LUMO: -0.202 eV
Kohn-Sham gap: 8.250 eV

Last column: Löwdin charge in e.
Atoms and positions in Å:
C1 -0.10 -1.54 -0.52  -0.04
C2 -0.26 -0.09 -0.12  -0.46
C3 0.18 1.01 -0.98  -0.04
C4 1.04 0.73 0.29  -0.31
C5 2.26 0.05 0.02  0.15
C6 -1.39 0.17 0.75  -0.09
C7 -2.39 0.34 1.41  0.14
H1 -1.00 -1.87 -1.06  0.09
H2 0.78 -1.66 -1.16  0.07
H3 0.02 -2.16 0.37  0.09
H4 0.86 1.42 1.11  0.12
H5 0.65 0.76 -1.92  0.12
H6 -0.38 1.94 -0.96  0.12
H7 3.00 0.39 0.78  0.01
H8 -3.26 0.48 1.99  0.03

***

Most stable: Q). Least stable: R).

***

P) ORCA calculation (ωB97M-V/def2-TZVPD) on a cluster of 2 separate species, C4H15N2O in total.

E_LUMO: -3.237 eV
total charge: +1
Kohn-Sham gap: 9.517 eV

Last column: Löwdin charge in e.
Atoms and positions in Å:
N1 0.32 -1.59 0.58  0.13
C1 0.76 -0.16 0.63  -0.31
C2 1.14 0.10 2.14  -0.05
C3 -0.60 0.69 0.13  -0.19
N2 -0.21 2.03 -0.12  -0.13
C4 0.62 2.16 -1.33  -0.07
H1 -0.08 -2.13 -0.28  0.17
H2 1.10 -2.16 0.88  0.14
H3 -0.27 -1.62 1.55  0.22
H4 1.50 -0.05 -0.15  0.12
H5 0.17 0.01 2.76  0.10
H6 1.42 1.16 2.24  0.09
H7 1.88 -0.61 2.72  0.12
H8 -0.91 0.22 -0.89  0.12
H9 -1.32 0.49 1.06  0.16
H10 -1.05 2.43 -0.29  0.07
H11 0.84 3.20 -1.64  0.10
H12 1.49 1.62 -1.17  0.04
H13 -0.04 1.84 -2.18  0.10
H14 -2.24 -1.78 -2.19  0.11
H15 -1.75 -3.30 -1.94  0.06
O1 -1.62 -2.38 -1.64  -0.10

***

Q) ORCA calculation (ωB97M-V/def2-TZVPD) on a cluster of 3 separate species, C4H15N2O in total.

E_LUMO: -7.260 eV
total charge: +1
Kohn-Sham gap: 6.657 eV

Last column: Löwdin charge in e.
Atoms and positions in Å:
N1 1.48 0.76 0.00  0.09
C1 0.75 0.84 -1.16  -0.23
C2 -0.81 0.79 -0.84  -0.11
N2 -1.18 -0.11 0.18  -0.20
C3 -0.24 -1.08 0.40  0.01
C4 -2.60 -0.30 0.41  0.02
H1 -0.11 5.28 5.58  0.00
H2 1.57 1.61 0.54  0.12
H3 -0.58 4.79 5.30  0.00
H4 1.12 0.13 -1.87  0.12
H5 0.77 1.87 -1.59  0.16
H6 -1.33 0.61 -1.76  0.16
H7 -1.08 1.77 -0.42  0.15
H8 0.14 -1.55 -0.52  0.14
H9 -0.46 -1.72 1.24  0.14
H10 0.68 -0.39 0.67  0.12
H11 -3.05 -0.81 -0.43  0.11
H12 -3.12 0.67 0.51  0.11
H13 -2.72 -0.93 1.29  0.11
H14 2.26 -0.94 -0.04  -0.02
H15 3.04 -2.27 0.01  0.06
O1 2.26 -1.84 -0.35  -0.06

***

R) ORCA calculation (ωB97M-V/def2-TZVPD) on a cluster of 2 separate species, C4H15N2O in total.

E_LUMO: -3.320 eV
total charge: +1
Kohn-Sham gap: 9.384 eV

Last column: Löwdin charge in e.
Atoms and positions in Å:
C1 -1.23 -0.56 0.56  -0.06
C2 0.00 -1.43 0.13  -0.18
C3 0.93 -0.62 -0.86  -0.24
C4 0.23 -0.10 -2.10  -0.42
N1 -0.52 -1.03 -2.82  0.00
N2 -0.71 0.93 1.01  0.18
H1 -2.06 -0.40 -0.14  0.13
H2 -1.61 -0.91 1.53  0.12
H3 -0.39 -2.33 -0.44  0.13
H4 0.74 -1.76 0.97  0.14
H5 1.45 0.29 -0.38  0.11
H6 1.88 -1.30 -1.21  0.17
H7 1.12 0.54 -2.48  0.14
H8 -0.47 0.66 -1.85  0.08
H9 0.15 -1.84 -3.08  0.13
H10 -0.91 -0.66 -3.71  0.11
H11 -0.63 1.63 0.37  0.09
H12 0.13 0.89 1.52  0.08
H13 -1.42 1.43 1.75  0.24
H14 1.53 1.56 3.84  -0.01
H15 1.46 2.83 3.05  0.06
O1 1.00 2.04 3.32  0.02

***

Most stable: R). Least stable: Q).